DFT (ωB97M-V/def2-TZVPD) results for a structure of composition C30H34MnN5O9P3.

```
82
Properties=species:S:1:pos:R:3
Mn -0.07 -0.46 0.07
O -1.07 -2.57 -1.35
C -0.02 -2.23 -0.90
C 1.25 -2.97 -1.19
C 1.27 -4.08 -2.03
C 2.46 -4.77 -2.21
C 3.61 -4.37 -1.54
C 3.59 -3.28 -0.69
C 2.41 -2.55 -0.54
P 2.14 -1.20 0.62
C 2.61 -1.98 2.19
C 3.64 -1.51 2.99
C 3.92 -2.13 4.20
C 3.17 -3.22 4.61
C 2.14 -3.70 3.81
C 1.87 -3.09 2.60
C 3.35 0.13 0.35
C 4.50 0.00 -0.43
C 5.35 1.08 -0.61
C 5.07 2.29 0.00
C 3.93 2.43 0.78
C 3.06 1.36 0.95
H 0.35 -4.38 -2.51
H 2.49 -5.63 -2.86
H 4.52 -4.94 -1.66
H 4.48 -3.02 -0.13
H 4.23 -0.65 2.67
H 4.73 -1.76 4.81
H 3.39 -3.70 5.55
H 1.57 -4.56 4.12
H 1.07 -3.47 1.97
H 4.72 -0.94 -0.92
H 6.24 0.97 -1.22
H 5.74 3.13 -0.13
H 3.70 3.38 1.25
H 2.15 1.47 1.53
N -3.86 2.19 1.82
C -2.83 2.31 0.71
C -3.09 3.61 -0.05
P -1.18 2.29 1.60
O -0.75 3.84 1.69
O -1.56 1.85 2.97
O -0.16 1.61 0.73
P -3.18 0.80 -0.35
O -3.50 1.41 -1.81
O -4.43 0.24 0.23
O -1.92 0.02 -0.52
H -4.38 3.05 1.96
H -3.31 1.96 2.68
H -4.49 1.41 1.54
H -2.96 4.48 0.60
H -4.09 3.62 -0.49
H -2.38 3.69 -0.88
H -0.18 4.08 0.95
H -4.41 1.23 -2.07
C -0.62 -0.40 6.60
N -0.36 -0.39 5.18
C -1.19 -1.05 4.19
C -0.42 -0.71 2.93
O -0.82 -1.07 1.80
N 0.69 -0.03 3.21
C 0.68 0.14 4.54
N 1.67 0.79 5.16
H -1.70 -0.39 6.76
H -0.22 0.50 7.06
H -0.19 -1.28 7.09
H -2.19 -0.62 4.14
H -1.25 -2.13 4.34
H 2.34 1.25 4.57
H 1.63 1.03 6.13
O 0.88 0.19 -1.53
N 0.63 1.37 -2.09
C -0.59 1.64 -2.57
C -0.84 2.86 -3.17
C 0.18 3.79 -3.27
C 1.44 3.47 -2.78
C 1.65 2.25 -2.19
H -1.30 0.84 -2.46
H -1.83 3.04 -3.55
H 0.00 4.75 -3.74
H 2.27 4.16 -2.85
H 2.58 1.90 -1.77
```

Its energy above the lowest of the compared OMol25 structures with the same formula, charge and spin is 0.348 eV. Its largest force on an atom is 0.46 eV/Å. The spin multiplicity is 3. Its expectation value of S² is 2.154. Its HOMO energy (alpha / beta) is -10.53 / -10.15 eV. Its molar mass is 756.5 u. The total energy comes out at -116728.4744 eV. Its net charge is +1.

Atom charges from the Löwdin analysis, given in e for atoms 1 to 6: 0.61, 0.09, -0.33, -0.20, 0.00, -0.05